(1)
Here is C34H37BFN12O3STi as an isolated structure from the OMol25 dataset. Energies are from ωB97M-V with the def2-TZVPD basis set.

Results
Kohn-Sham gap (alpha / beta) = 4.249 / 6.344 eV
highest occupied orbital energy (alpha / beta) = -7.111 / -9.207 eV
multiplicity = 3
net charge = +1
energy above the lowest of the compared OMol25 structures with the same formula, charge and spin = 0.000 eV
⟨S²⟩ = 2.0328

Atoms and positions in Å:
Ti (0.4793, 2.6524, -0.5290)
C (-1.4208, 2.4689, 3.5199)
C (-0.6305, 1.9253, 2.5036)
N (-0.4809, 2.8048, 1.5179)
N (-1.1640, 3.9117, 1.8690)
C (-1.7339, 3.7350, 3.0712)
B (-1.1244, 5.1786, 0.9906)
N (-1.7394, 4.8598, -0.3858)
C (-2.6701, 5.5392, -1.0672)
C (-2.8053, 4.9690, -2.3191)
C (-1.8883, 3.9194, -2.3263)
N (-1.2538, 3.8597, -1.1530)
N (0.3576, 5.5473, 0.7920)
C (1.0678, 6.5479, 1.3345)
C (2.4054, 6.3260, 1.0761)
C (2.4306, 5.1236, 0.3659)
N (1.1907, 4.6710, 0.1948)
H (-1.7140, 2.0107, 4.4477)
H (-0.1696, 0.9532, 2.4345)
H (-2.3175, 4.5212, 3.5190)
H (-1.7222, 6.0731, 1.5138)
H (-3.1719, 6.3782, -0.6152)
H (-3.4754, 5.2662, -3.1059)
H (-1.6520, 3.1977, -3.0928)
H (0.5717, 7.3432, 1.8650)
H (3.2400, 6.9403, 1.3633)
H (3.2629, 4.5520, -0.0114)
C (0.1331, -2.3040, -3.0350)
N (1.0576, -1.1955, -2.9308)
C (2.3749, -1.2931, -2.5061)
C (2.9086, -0.0656, -2.5339)
N (1.9031, 0.7945, -2.9737)
C (0.7531, 0.0918, -3.2442)
S (-0.6712, 0.6809, -3.8865)
C (2.0939, 2.1677, -3.2510)
C (3.0521, 2.5169, -4.1814)
C (3.2488, 3.8592, -4.4595)
C (2.4595, 4.7905, -3.8130)
C (1.5312, 4.3481, -2.8893)
N (1.3628, 3.0574, -2.5746)
H (0.5723, -3.0974, -3.6390)
H (-0.7707, -1.9384, -3.5157)
H (-0.1131, -2.6806, -2.0415)
H (2.8000, -2.2293, -2.1911)
H (3.8722, 0.2990, -2.2242)
H (3.6132, 1.7414, -4.6821)
H (3.9940, 4.1667, -5.1807)
H (2.5606, 5.8483, -4.0082)
H (0.9093, 5.0504, -2.3510)
C (3.0286, -4.4273, 1.4796)
C (2.5821, -3.3052, 2.4081)
N (1.8909, -2.2368, 1.6982)
C (2.5991, -1.1160, 1.3551)
C (2.0644, -0.0766, 0.6722)
C (2.9743, 1.0701, 0.3066)
O (4.1830, 0.9119, 0.3872)
O (2.4067, 2.1494, -0.1196)
C (0.6989, -0.1570, 0.2657)
O (0.1106, 0.7998, -0.4356)
C (-0.0526, -1.2988, 0.6108)
C (-1.4141, -1.4065, 0.2412)
C (-2.1094, -2.5417, 0.5746)
F (-3.4085, -2.6593, 0.1832)
C (-1.5492, -3.5915, 1.2795)
C (-0.1897, -3.4960, 1.6448)
C (0.5558, -2.3728, 1.3276)
N (-2.2790, -4.7815, 1.6065)
C (-3.4919, -4.5797, 2.3758)
C (-3.9428, -5.9049, 2.9580)
N (-4.1796, -6.8611, 1.8177)
C (-2.9529, -7.0234, 0.9597)
C (-2.5164, -5.6551, 0.4712)
H (3.5193, -5.2180, 2.0479)
H (3.7388, -4.0469, 0.7447)
H (2.1828, -4.8594, 0.9443)
H (3.4480, -2.8597, 2.8949)
H (1.9366, -3.6778, 3.2054)
H (3.6390, -1.0891, 1.6485)
H (-1.8880, -0.6076, -0.3112)
H (0.2341, -4.3205, 2.1993)
H (-4.3137, -4.1496, 1.7811)
H (-3.2900, -3.8858, 3.1906)
H (-4.8738, -5.8152, 3.5147)
H (-3.1710, -6.3481, 3.5841)
H (-4.9388, -6.4928, 1.2386)
H (-4.4860, -7.7677, 2.1714)
H (-3.2052, -7.6940, 0.1405)
H (-2.1885, -7.4738, 1.5902)
H (-3.2763, -5.2497, -0.2192)
H (-1.5928, -5.7683, -0.0945)

---

(2)
Here is C34H37BeIN3O7P as an isolated structure from the OMol25 dataset. Energies are from ωB97M-V with the def2-TZVPD basis set.

Results
Kohn-Sham gap = 1.483 eV
highest occupied orbital energy = -12.340 eV
net charge = +2

Atoms and positions in Å:
C (3.4881, 1.6041, 1.7129)
C (3.5954, 2.8688, 1.2046)
C (4.0203, 3.1226, -0.2141)
C (4.0202, 1.8799, -1.0808)
C (5.2266, 1.2186, -1.2821)
O (6.3993, 1.7103, -0.7000)
C (6.8562, 0.9282, 0.2358)
N (7.2619, 0.2152, 1.0289)
C (5.3295, 0.0796, -2.0575)
C (4.2247, -0.4455, -2.6942)
N (4.3744, -1.6296, -3.4844)
C (2.9881, 0.2086, -2.5137)
C (2.8936, 1.3569, -1.7109)
C (1.5505, 2.0213, -1.5533)
O (1.4322, 3.2060, -1.4714)
C (0.4055, 1.0519, -1.5237)
C (-0.7125, 1.2110, -0.7005)
O (-0.7271, 2.3145, 0.0780)
C (-1.7046, 3.3057, -0.3578)
C (-1.1475, 4.7082, -0.4629)
C (-2.3150, 5.6108, -0.9085)
C (-1.7454, 0.2501, -0.6610)
C (-2.9349, 0.3542, 0.2736)
C (-4.1521, 1.1388, -0.2447)
C (-5.1175, 1.6102, 0.8480)
I (-4.2327, 2.7064, 2.4613)
C (-1.6432, -0.8591, -1.5212)
C (-2.7361, -1.9034, -1.5666)
C (-2.6489, -2.9794, -0.4414)
C (-1.3571, -2.9527, 0.3681)
N (-1.4458, -3.9081, 1.4728)
C (-0.2466, -3.7813, 2.3400)
C (-0.5091, -3.0047, 3.6058)
C (-1.2780, -1.8519, 3.6458)
C (-1.4749, -1.1386, 4.8188)
C (-0.8808, -1.5896, 5.9947)
C (-0.1325, -2.7481, 5.9848)
C (0.0560, -3.4666, 4.8047)
O (0.8061, -4.6078, 4.7936)
C (-0.5190, -1.0046, -2.3493)
P (-0.2572, -2.3961, -3.5126)
O (-1.0714, -2.0309, -4.8615)
O (-0.8705, -3.7371, -2.9196)
C (0.5164, -0.0652, -2.3386)
C (1.7306, -0.2206, -3.1400)
O (1.6950, -0.6868, -4.2966)
H (4.3570, 0.9480, 1.6880)
H (2.5536, 1.2958, 2.1697)
H (3.4137, 3.7297, 1.8448)
H (3.4182, 3.9052, -0.6622)
H (5.0472, 3.5107, -0.2111)
H (6.2921, -0.4011, -2.1774)
H (4.3311, -1.4355, -4.4787)
H (3.6079, -2.2564, -3.2647)
H (-2.5829, 3.3246, 0.2820)
H (-2.0629, 3.0252, -1.3527)
H (-0.7181, 5.0705, 0.4684)
H (-0.4175, 4.7526, -1.2660)
H (-3.1283, 5.4653, -0.1926)
H (-2.7156, 5.2664, -1.8630)
H (-2.0281, 6.6543, -0.9660)
H (-2.5669, 0.7010, 1.2410)
H (-3.2782, -0.6663, 0.4280)
H (-3.9046, 1.9771, -0.8859)
H (-4.7328, 0.4510, -0.8667)
H (-5.7081, 0.8040, 1.2723)
H (-5.8266, 2.2884, 0.3817)
H (-2.8051, -2.3473, -2.5547)
H (-3.6739, -1.3718, -1.4230)
H (-3.4791, -2.8300, 0.2478)
H (-2.8084, -3.9595, -0.8909)
H (-1.2974, -1.9762, 0.8470)
H (-0.4873, -3.1414, -0.2771)
H (-1.4564, -4.8490, 1.0983)
H (0.1246, -4.7787, 2.5485)
H (0.5337, -3.2514, 1.7766)
H (-1.7631, -1.4643, 2.7597)
H (-2.0723, -0.2388, 4.8168)
H (-0.9895, -1.0419, 6.9202)
H (0.3236, -3.1327, 6.8881)
H (0.4572, -5.1943, 5.4763)
H (-0.8278, -1.1211, -5.0921)
H (-1.2384, -4.2972, -3.6277)
Be (2.1368, -0.9719, -6.1832)

---

(3)
Here is C34H37BrN7O3PRh as an isolated structure from the OMol25 dataset. Energies are from ωB97M-V with the def2-TZVPD basis set.

Results
Kohn-Sham gap = 6.938 eV
highest occupied orbital energy = -10.728 eV
net charge = +1
energy above the lowest of the compared OMol25 structures with the same formula, charge and spin = 0.868 eV

Atoms and positions in Å:
Rh (-0.4478, -0.3965, -0.5140)
C (2.3562, -2.6503, -1.8599)
C (2.5655, -2.5701, -0.3733)
C (3.8742, -2.5373, 0.0963)
C (4.1621, -2.7120, 1.4389)
C (3.1315, -3.0522, 2.2938)
C (1.8070, -3.0981, 1.8605)
C (0.8411, -3.7827, 2.7960)
C (1.5062, -2.6928, 0.5416)
N (0.1801, -2.3094, 0.1342)
C (-0.8660, -3.1543, 0.3021)
O (-0.8377, -4.3486, 0.5362)
C (-2.2169, -2.4526, 0.2089)
C (-3.4454, -3.0551, 0.4037)
C (-4.5934, -2.2854, 0.2388)
C (-4.5141, -0.9520, -0.1488)
C (-3.2597, -0.4032, -0.3476)
N (-2.1882, -1.1648, -0.1311)
C (-2.9762, 0.9761, -0.9211)
O (-3.9034, 1.7412, -1.1071)
N (-1.6612, 1.1664, -1.2133)
C (-1.2771, 2.0829, -2.2210)
C (-0.2351, 2.9882, -1.9646)
C (0.2009, 3.3042, -0.5608)
C (0.3343, 3.6948, -3.0136)
C (-0.1391, 3.5542, -4.3085)
C (-1.2246, 2.7275, -4.5409)
C (-1.8210, 1.9889, -3.5213)
C (-3.0019, 1.1316, -3.8784)
H (3.2714, -2.3915, -2.3914)
H (1.5462, -2.0364, -2.2356)
H (2.0998, -3.6791, -2.1248)
H (4.6792, -2.4110, -0.6175)
H (5.1812, -2.6611, 1.7976)
H (3.3501, -3.3287, 3.3186)
H (1.0797, -3.5718, 3.8385)
H (0.9496, -4.8588, 2.6441)
H (-0.2062, -3.5946, 2.6183)
H (-3.4766, -4.1027, 0.6693)
H (-5.5640, -2.7383, 0.3914)
H (-5.3877, -0.3404, -0.3257)
H (-0.6477, 3.7065, -0.0043)
H (0.9812, 4.0638, -0.5643)
H (0.5759, 2.4326, -0.0184)
H (1.1353, 4.3930, -2.8004)
H (0.3084, 4.1101, -5.1214)
H (-1.6285, 2.6415, -5.5421)
H (-3.0614, 1.0099, -4.9587)
H (-3.9248, 1.5927, -3.5286)
H (-2.9490, 0.1397, -3.4280)
O (3.0182, 1.3145, -4.8584)
C (2.5138, 0.9795, -3.6697)
C (3.1676, 1.2489, -2.4584)
C (2.5782, 0.8848, -1.2725)
N (1.3914, 0.2636, -1.2753)
C (0.8402, -0.0055, -2.4106)
Br (-0.7310, -1.4782, -2.8709)
C (1.2922, 0.2994, -3.6692)
H (3.8742, 1.7544, -4.7732)
H (4.1316, 1.7397, -2.4507)
H (3.0337, 1.0722, -0.3104)
H (0.7791, 0.0558, -4.5833)
C (0.4279, 2.4115, 3.7590)
N (1.1726, 1.1562, 3.6381)
C (0.5396, 0.1394, 4.4815)
N (-0.8914, -0.0332, 4.2191)
C (-1.5601, 1.2566, 4.3523)
N (-1.0000, 2.2759, 3.4725)
C (-1.2709, 2.0086, 2.0629)
P (-0.4397, 0.4274, 1.5912)
C (1.2501, 0.7200, 2.2470)
C (-1.1533, -0.6250, 2.9125)
H (0.8639, 3.1549, 3.0893)
H (0.5282, 2.7691, 4.7844)
H (0.6505, 0.4439, 5.5228)
H (1.0539, -0.8102, 4.3385)
H (-1.4465, 1.5966, 5.3826)
H (-2.6243, 1.1383, 4.1413)
H (-0.9102, 2.8319, 1.4513)
H (-2.3481, 1.9189, 1.9008)
H (1.7336, 1.4957, 1.6465)
H (1.8348, -0.1995, 2.1566)
H (-0.7279, -1.6142, 2.8484)
H (-2.2341, -0.7058, 2.7618)

---

(4)
Here is C34H37Cl3F6IrN4OS3SbTe as an isolated structure from the OMol25 dataset. Energies are from ωB97M-V with the def2-TZVPD basis set.

Results
Kohn-Sham gap = 5.932 eV
highest occupied orbital energy = -13.162 eV
net charge = +2
energy above the lowest of the compared OMol25 structures with the same formula, charge and spin = 0.000 eV

Atoms and positions in Å:
Ir (-2.1041, 0.3520, -0.3673)
C (-4.9628, 1.0803, -0.9912)
N (-4.1598, 0.1783, -0.0993)
C (-4.4437, -1.2517, -0.4397)
C (-3.7288, -1.6293, -1.7216)
N (-2.2433, -1.3553, -1.6572)
C (-1.7711, -1.1022, -3.0531)
C (-1.5413, -2.4881, -1.0390)
C (-1.2370, -3.6168, -1.7879)
C (-0.6423, -4.7229, -1.1980)
C (-0.3828, -4.7384, 0.1642)
C (-0.6991, -3.6296, 0.9293)
C (-1.2310, -2.4932, 0.3270)
S (-1.7379, -1.1015, 1.3150)
C (-4.5251, 0.5284, 1.2893)
C (-5.7068, 0.0681, 1.8474)
C (-6.0771, 0.4814, 3.1182)
C (-5.2746, 1.3723, 3.8161)
C (-4.0980, 1.8388, 3.2520)
C (-3.7063, 1.4150, 1.9857)
S (-2.1934, 2.0129, 1.2644)
H (-6.0201, 0.8903, -0.8070)
H (-4.7243, 0.9058, -2.0352)
H (-4.7258, 2.1123, -0.7490)
H (-5.5154, -1.4101, -0.5730)
H (-4.1225, -1.8728, 0.3983)
H (-4.1087, -1.0441, -2.5583)
H (-3.8982, -2.6836, -1.9478)
H (-2.1321, -1.8786, -3.7272)
H (-0.6849, -1.0769, -3.0728)
H (-2.1598, -0.1467, -3.3842)
H (-1.4725, -3.6477, -2.8422)
H (-0.4092, -5.5870, -1.8051)
H (0.0429, -5.6153, 0.6319)
H (-0.5540, -3.6557, 1.9998)
H (-6.3560, -0.6016, 1.2982)
H (-6.9982, 0.1197, 3.5530)
H (-5.5693, 1.7102, 4.8003)
H (-3.4790, 2.5477, 3.7884)
F (-2.3683, 1.6567, -1.9474)
Sb (-2.6483, 2.9366, -3.5475)
F (-1.2030, 1.9492, -4.2396)
F (-1.4227, 4.0412, -2.6551)
F (-2.9002, 4.0178, -5.0235)
F (-4.0341, 3.6271, -2.4990)
F (-3.7870, 1.5348, -4.0976)
Cl (9.5435, -2.3195, -1.3409)
C (8.0273, -1.5039, -1.2707)
C (7.1813, -1.7141, -0.1916)
C (5.9675, -1.0508, -0.1456)
C (5.5817, -0.1789, -1.1581)
C (4.2554, 0.5425, -1.0879)
C (3.2139, -0.1543, -1.9695)
N (1.8825, 0.4076, -1.7369)
C (1.5478, 1.7403, -1.8209)
C (0.3423, 1.8750, -1.2139)
N (-0.0639, 0.6327, -0.7519)
C (0.8923, -0.2212, -1.1044)
O (3.7275, 0.6089, 0.2222)
C (4.3476, 1.6560, 0.9789)
C (3.4150, 2.1058, 2.0547)
C (3.2751, 1.4789, 3.2549)
Cl (4.1458, 0.1086, 3.7934)
S (2.1300, 2.2581, 4.2773)
C (1.8204, 3.4594, 3.0812)
C (2.5648, 3.2516, 1.9660)
C (6.4551, 0.0108, -2.2246)
Cl (6.0274, 1.0974, -3.5154)
C (7.6734, -0.6413, -2.2960)
H (7.4791, -2.3858, 0.6009)
H (5.3050, -1.1998, 0.6981)
H (4.3879, 1.5635, -1.4651)
H (3.1570, -1.2173, -1.7363)
H (3.4922, -0.0374, -3.0160)
H (2.1731, 2.4614, -2.3180)
H (-0.2613, 2.7579, -1.0944)
H (0.9196, -1.2742, -0.8733)
H (4.5625, 2.5006, 0.3169)
H (5.2944, 1.3083, 1.4008)
H (1.1357, 4.2670, 3.2881)
H (2.5390, 3.9055, 1.1054)
H (8.3368, -0.4763, -3.1327)
C (1.2297, -1.5697, 3.0055)
Te (0.1355, 0.1570, 2.4238)
C (-0.9652, 0.2925, 4.2222)
H (0.5749, -2.4178, 3.1746)
H (1.7319, -1.3059, 3.9346)
H (1.9682, -1.7830, 2.2357)
H (-0.9825, 1.3426, 4.5019)
H (-0.4701, -0.3100, 4.9792)
H (-1.9797, -0.0565, 4.0353)

---

(5)
Here is C34H37ClN5O2SSiTi as an isolated structure from the OMol25 dataset. Energies are from ωB97M-V with the def2-TZVPD basis set.

Results
Kohn-Sham gap (alpha / beta) = 4.967 / 5.277 eV
highest occupied orbital energy (alpha / beta) = -2.596 / -2.906 eV
net charge = -1
energy above the lowest of the compared OMol25 structures with the same formula, charge and spin = 0.796 eV

Atoms and positions in Å:
Ti (-0.3799, -1.8587, -0.9760)
C (3.6103, -2.9704, -1.7960)
C (2.2329, -2.3788, -1.8327)
N (1.1533, -3.0269, -1.3608)
N (1.2778, -4.3670, -1.0294)
C (0.1776, -5.0061, -1.2952)
N (0.1314, -6.3530, -0.9821)
S (-1.2270, -4.2785, -1.9936)
C (1.9300, -1.1454, -2.4168)
C (2.8745, -0.2663, -3.0195)
C (2.4572, 0.7965, -3.7557)
C (1.0561, 1.0266, -3.9088)
C (0.1875, 0.2246, -3.2335)
N (0.5709, -0.8092, -2.4385)
H (3.6355, -3.7880, -1.0797)
H (4.3543, -2.2217, -1.5167)
H (3.8970, -3.3716, -2.7728)
H (1.0368, -6.7903, -0.9054)
H (-0.5665, -6.8727, -1.4834)
H (3.9297, -0.4655, -2.8832)
H (3.1754, 1.4650, -4.2135)
H (0.6803, 1.8308, -4.5262)
H (-0.8858, 0.3917, -3.2792)
C (0.7333, -1.1077, 0.7843)
Si (1.2781, 0.6364, 0.8443)
C (0.1563, 1.7563, -0.2190)
N (-1.1981, 1.2342, -0.3902)
C (-1.9678, 1.1572, 0.8398)
C (-2.2298, 2.5309, 1.4811)
C (-2.4619, 3.5967, 0.3960)
C (-2.9821, 2.9539, -0.8852)
C (-1.9904, 1.9063, -1.4273)
C (1.3628, 1.3352, 2.6292)
C (2.4085, 2.1691, 3.0364)
C (2.4846, 2.6747, 4.3284)
C (1.5107, 2.3528, 5.2608)
C (0.4674, 1.5169, 4.8880)
C (0.4039, 1.0185, 3.5957)
C (3.0294, 0.9451, 0.1868)
C (4.0460, 0.0120, 0.3901)
C (5.3450, 0.2483, -0.0365)
C (5.6593, 1.4362, -0.6813)
C (4.6668, 2.3819, -0.8916)
C (3.3710, 2.1338, -0.4609)
H (0.0723, -1.3120, 1.6362)
H (1.5942, -1.7742, 0.8974)
H (0.6177, 1.7598, -1.2119)
H (0.1964, 2.7975, 0.1470)
H (-1.4698, 0.4782, 1.5345)
H (-2.9272, 0.6885, 0.5940)
H (-1.3966, 2.8218, 2.1237)
H (-3.1090, 2.4496, 2.1275)
H (-1.5251, 4.1147, 0.1750)
H (-3.1577, 4.3600, 0.7521)
H (-3.1684, 3.7106, -1.6514)
H (-3.9472, 2.4792, -0.6804)
H (-1.2928, 2.3727, -2.1275)
H (-2.5455, 1.1424, -1.9839)
H (3.1873, 2.4331, 2.3302)
H (3.3115, 3.3180, 4.6061)
H (1.5672, 2.7413, 6.2705)
H (-0.2963, 1.2462, 5.6076)
H (-0.4125, 0.3492, 3.3475)
H (3.8155, -0.9262, 0.8828)
H (6.1128, -0.4986, 0.1288)
H (6.6712, 1.6213, -1.0212)
H (4.8997, 3.3094, -1.4013)
H (2.6102, 2.8848, -0.6442)
Cl (-8.3085, -1.5731, 1.6396)
C (-6.6634, -1.6930, 1.0702)
C (-5.6922, -2.2050, 1.9177)
C (-4.3883, -2.2942, 1.4624)
C (-4.0669, -1.8691, 0.1743)
C (-5.0569, -1.3619, -0.6624)
C (-6.3638, -1.2718, -0.2169)
C (-2.6593, -1.9301, -0.2940)
O (-2.3495, -1.4245, -1.4195)
O (-1.7671, -2.4627, 0.4227)
H (-5.9604, -2.5263, 2.9145)
H (-3.6040, -2.6932, 2.0910)
H (-4.7843, -1.0373, -1.6571)
H (-7.1457, -0.8795, -0.8519)

---

Computed F_max, in the same sequence as the records: 0.0122; 0.0557; 0.0493; 0.0145; 0.0422 Eh/bohr.